1.
Molecular formula: C12H40O14
Method: DFT, the ωB97M-V functional and the def2-TZVPD basis

The calculation puts the lowest unoccupied orbital energy at 0.09 eV. For the HOMO-LUMO gap, the calculation gives 0.3564 Eh. As for the SMILES: OCCO.OCCO.OCCO.OCCO.OCCO.OCCO.O.O. For the largest force on an atom, the calculation gives 3.13 eV Å⁻¹. The calculation puts the HOMO energy at -9.61 eV.

XYZ file:
```
66
C12H40O14 (the ωB97M-V functional and the def2-TZVPD basis)
C 8.826 11.958 5.498
C 8.688 10.417 5.736
O 10.039 10.082 6.195
O 9.939 12.174 4.578
H 9.015 12.367 6.474
H 7.910 12.451 5.098
H 8.366 9.839 4.878
H 8.040 10.263 6.584
H 10.642 10.180 5.448
H 10.248 13.053 4.805
C 11.649 11.381 8.996
C 11.278 9.951 9.253
O 11.202 9.643 10.680
O 10.726 12.420 9.312
H 11.822 11.432 7.945
H 12.625 11.601 9.481
H 12.092 9.338 8.847
H 10.381 9.748 8.686
H 10.394 9.168 10.854
H 10.380 12.216 10.227
C 11.624 7.007 4.361
C 11.343 6.541 5.836
O 10.351 7.359 6.496
O 12.039 8.419 4.376
H 10.764 6.962 3.718
H 12.428 6.447 3.868
H 12.292 6.446 6.404
H 10.912 5.534 5.855
H 10.373 8.294 6.165
H 12.882 8.401 4.876
C 7.238 10.710 9.324
C 5.771 10.698 9.104
O 4.956 11.349 10.117
O 7.652 12.084 9.000
H 7.730 9.887 8.805
H 7.409 10.609 10.407
H 5.549 9.633 9.005
H 5.499 11.098 8.117
H 4.360 10.781 10.570
H 8.588 12.272 9.258
C 9.114 5.521 9.191
C 8.616 6.560 10.194
O 8.650 7.939 9.804
O 8.096 5.142 8.245
H 9.479 4.632 9.682
H 9.876 5.947 8.530
H 9.232 6.540 11.083
H 7.593 6.282 10.516
H 8.600 8.081 8.862
H 7.442 4.579 8.673
C 4.694 8.793 5.194
C 5.232 10.205 5.403
O 6.050 10.662 4.369
O 5.697 7.923 4.769
H 3.948 8.798 4.401
H 4.264 8.504 6.191
H 5.850 10.217 6.321
H 4.437 10.952 5.584
H 6.526 10.010 3.841
H 6.350 7.644 5.406
O 7.960 5.262 4.864
H 7.627 4.955 5.690
H 8.081 4.507 4.312
O 7.453 7.631 7.008
H 8.247 7.503 6.459
H 7.258 6.713 7.218
```


2.
Molecular formula: C6H14N3O
Method: DFT, the ωB97M-V functional and the def2-TZVPD basis

The calculation puts the lowest unoccupied orbital energy at -3.02 eV. For the HOMO-LUMO gap, the calculation gives 0.3946 Eh. As for the SMILES: CC(C)[NH2+][C@@]1(C)N=CON1. Its charge is +1. For the largest force on an atom, the calculation gives 4.52 eV Å⁻¹. The calculation puts the HOMO energy at -13.76 eV.

XYZ file:
```
24
C6H14N3O (the ωB97M-V functional and the def2-TZVPD basis)
C -2.680 1.074 0.303
C -1.072 -0.639 0.097
C -1.327 -2.110 0.217
C 1.574 0.111 -1.263
C 2.481 1.031 0.794
C 1.160 0.854 0.033
N -2.214 0.250 1.126
N -1.329 -0.007 -1.145
N 0.205 -0.059 0.758
O -2.129 1.107 -0.920
H -3.554 1.675 0.478
H -0.593 -2.680 -0.268
H -2.299 -2.339 -0.263
H -1.268 -2.476 1.218
H 1.938 -0.999 -1.124
H 0.634 0.190 -1.995
H 2.464 0.747 -1.787
H 3.023 1.979 0.521
H 3.188 0.132 0.764
H 2.340 1.197 1.900
H 0.695 1.850 -0.089
H -1.819 -0.634 -1.938
H -0.194 0.636 1.467
H 0.775 -0.888 1.116
```


3.
Molecular formula: C16H46N3O8PdZn
Method: DFT, the ωB97M-V functional and the def2-TZVPD basis

The calculation puts the lowest unoccupied orbital energy (spin up / spin down) at -9.76 / -11.88 eV. For the HOMO-LUMO gap (spin up / spin down), the calculation gives 0.2642 / 0.1865 Eh. Its charge is +3. Its multiplicity is 3. For the largest force on an atom, the calculation gives 2.05 eV Å⁻¹. The calculation puts the HOMO energy (spin up / spin down) at -16.95 / -16.95 eV.

XYZ file:
```
75
C16H46N3O8PdZn (the ωB97M-V functional and the def2-TZVPD basis)
Zn -0.582 -1.082 0.686
Pd 2.739 -0.301 -0.853
O 0.709 -0.011 -0.356
H 0.588 0.942 -0.371
C 4.192 3.965 -1.070
C 4.139 2.463 -0.794
C 3.907 2.173 0.694
O 3.806 0.757 0.841
C 3.904 0.405 2.260
N 3.036 1.809 -1.544
H 4.070 4.196 -2.126
H 5.047 4.435 -0.585
H 3.370 4.499 -0.574
H 5.072 1.967 -1.064
H 3.026 2.730 1.042
H 4.731 2.559 1.298
H 4.867 0.694 2.676
H 3.822 -0.678 2.291
H 3.081 0.927 2.745
H 3.331 1.871 -2.522
H 2.235 2.465 -1.451
C 0.273 -4.834 -1.621
C 0.180 -3.311 -1.536
C -1.000 -2.735 -2.292
O -1.172 -3.282 -3.553
C -2.113 -2.549 -4.312
N 0.255 -2.930 -0.063
H 1.266 -5.200 -1.350
H 0.159 -5.194 -2.646
H -0.511 -5.293 -1.014
H 1.132 -2.954 -1.952
H -0.890 -1.640 -2.269
H -1.931 -2.917 -1.730
H -1.882 -1.471 -4.305
H -3.098 -2.612 -3.838
H -2.074 -2.818 -5.361
H 0.292 -3.812 0.442
H 1.217 -2.611 0.017
C -4.269 -3.096 1.935
C -3.089 -2.569 1.102
C -3.487 -1.414 0.220
O -2.321 -0.763 -0.335
C -2.665 0.309 -1.194
N -1.949 -2.154 1.974
H -4.923 -3.728 1.336
H -4.817 -2.269 2.388
H -3.913 -3.739 2.742
H -2.779 -3.390 0.452
H -4.093 -0.660 0.732
H -4.070 -1.821 -0.611
H -3.281 0.012 -2.047
H -1.733 0.690 -1.614
H -3.211 1.125 -0.711
H -1.779 -2.974 2.561
H -2.338 -1.540 2.696
C -0.553 3.487 -0.660
C -0.437 4.785 0.096
O -0.261 5.855 -0.799
O 0.540 3.300 -1.551
H -1.516 3.509 -1.184
H -0.562 2.668 0.065
H 0.436 4.778 0.762
H -1.341 4.894 0.708
H 0.313 6.539 -0.446
H 0.678 4.166 -1.978
C -0.411 1.109 2.797
C 0.149 -0.113 3.474
O 0.739 -1.048 2.520
O -1.319 0.702 1.762
H 0.388 1.714 2.348
H -0.899 1.802 3.483
H -0.577 -0.724 4.022
H 0.843 0.168 4.272
H 1.443 -1.456 3.039
H -2.128 1.225 1.804
```


4.
Molecular formula: C30H28BF4O18
Method: DFT, the ωB97M-V functional and the def2-TZVPD basis

The calculation puts the lowest unoccupied orbital energy at -0.28 eV. For the HOMO-LUMO gap, the calculation gives 0.2344 Eh. Its charge is -1. For the largest force on an atom, the calculation gives 13.01 eV Å⁻¹. The calculation puts the HOMO energy at -6.66 eV.

XYZ file:
```
81
C30H28BF4O18 (the ωB97M-V functional and the def2-TZVPD basis)
B 13.159 3.011 4.173
F 12.536 4.286 4.413
F 12.886 2.529 3.000
F 14.539 3.091 4.337
F 12.700 2.175 5.112
C 19.353 5.071 5.852
C 19.648 4.789 4.360
C 18.491 4.725 3.472
O 18.739 4.697 2.231
C 17.222 5.022 3.987
C 16.987 5.239 5.521
C 18.102 5.324 6.430
O 18.050 5.728 7.583
O 15.864 4.862 6.120
O 20.893 4.469 3.914
H 20.140 5.165 6.486
H 16.260 4.776 3.271
H 15.172 4.455 5.610
H 20.834 4.414 2.951
C 7.323 2.170 0.537
C 7.228 0.664 1.069
C 8.351 0.300 1.962
O 8.219 -0.822 2.522
C 9.482 1.111 2.059
C 9.583 2.499 1.357
C 8.356 3.125 0.877
O 8.248 4.303 0.541
O 10.827 3.174 1.051
O 6.243 -0.015 0.828
H 6.513 2.575 0.007
H 10.478 0.757 2.434
H 11.618 2.823 1.303
H 6.541 -0.991 0.862
C 12.919 8.588 0.734
C 14.373 8.069 0.606
C 14.741 6.813 1.193
O 15.896 6.428 1.100
C 13.734 6.130 1.997
C 12.248 6.727 2.211
C 11.896 8.080 1.578
O 10.845 8.594 1.756
O 11.366 6.192 3.066
O 15.282 8.657 -0.181
H 12.692 9.457 0.221
H 14.025 5.251 2.486
H 11.862 5.534 3.604
H 15.849 8.053 -0.238
C 9.081 -3.547 5.940
C 9.992 -4.046 4.813
C 11.184 -3.452 4.488
O 11.962 -3.789 3.652
C 11.556 -2.214 5.204
C 10.699 -1.664 6.359
C 9.465 -2.288 6.733
O 8.690 -1.834 7.529
O 10.994 -0.404 6.893
O 9.727 -5.243 4.161
H 8.073 -4.064 6.100
H 12.431 -1.781 4.846
H 11.808 0.094 6.425
H 10.283 -5.362 3.453
C 10.189 6.549 7.096
C 9.823 5.179 7.499
O 9.564 4.907 8.641
C 9.908 4.014 6.598
H 11.209 6.901 7.202
H 9.624 7.287 7.815
H 9.747 6.758 6.035
H 9.583 3.137 7.218
H 11.013 3.751 6.463
H 9.280 4.028 5.587
C 15.935 2.927 0.761
C 16.998 1.843 0.480
O 16.599 0.799 -0.047
C 18.528 2.140 0.512
H 15.043 2.409 1.048
H 15.898 3.510 -0.032
H 16.249 3.595 1.375
H 18.720 3.153 0.354
H 18.853 1.294 -0.203
H 18.935 1.761 1.687
```


5.
Molecular formula: C12H18ClFN2O7PS
Method: DFT, the ωB97M-V functional and the def2-TZVPD basis

The calculation puts the lowest unoccupied orbital energy at -4.06 eV. For the HOMO-LUMO gap, the calculation gives 0.3177 Eh. Its charge is +1. For the largest force on an atom, the calculation gives 7.41 eV Å⁻¹. The calculation puts the HOMO energy at -12.71 eV.

XYZ file:
```
43
C12H18ClFN2O7PS (the ωB97M-V functional and the def2-TZVPD basis)
O -0.172 1.720 2.525
S 1.206 1.791 3.101
O 1.062 2.073 4.583
F 2.132 3.078 2.507
C 2.216 0.258 2.861
C 1.908 -0.767 4.099
O 2.811 -1.890 4.137
C 2.930 -2.576 2.870
P 1.642 -3.993 2.642
O 0.114 -3.340 2.217
Cl 2.320 -4.966 0.870
C 2.961 -1.632 1.571
N 1.913 -0.525 1.625
C 1.931 0.272 0.350
C 0.555 0.472 -0.333
C 0.531 1.244 -1.676
C 1.925 1.727 -2.215
C 3.163 1.416 -1.343
N 3.203 0.710 -0.106
H 3.328 0.573 2.901
H 0.813 -1.112 3.995
H 1.997 -0.238 5.113
H 3.951 -3.122 2.894
H 0.053 -3.264 1.227
H 4.011 -1.154 1.533
H 2.819 -2.165 0.572
H 0.975 -0.962 1.754
H -0.418 0.063 0.092
H -0.403 1.451 -2.300
H 1.986 2.270 -3.211
H 4.179 1.757 -1.768
C -4.446 -1.187 -4.553
O -3.928 -0.098 -3.789
C -4.806 0.903 -3.591
O -5.940 0.939 -3.995
O -4.195 1.855 -2.865
C -5.015 2.988 -2.576
H -3.656 -1.932 -4.649
H -5.294 -1.647 -4.042
H -4.731 -0.855 -5.553
H -5.886 2.693 -1.987
H -5.322 3.486 -3.498
H -4.421 3.688 -1.988
```


6.
Molecular formula: C6H12N4
Method: DFT, the ωB97M-V functional and the def2-TZVPD basis

The calculation puts the lowest unoccupied orbital energy (spin up / spin down) at -0.76 / -0.76 eV. For the HOMO-LUMO gap (spin up / spin down), the calculation gives 0.2635 / 0.2635 Eh. For the largest force on an atom, the calculation gives 3.28 eV Å⁻¹. The calculation puts the HOMO energy (spin up / spin down) at -7.93 / -7.93 eV.

XYZ file:
```
22
C6H12N4 (the ωB97M-V functional and the def2-TZVPD basis)
C -2.069 -1.408 0.065
C -0.229 2.219 0.558
N -1.158 -0.550 0.833
C -0.099 1.094 -0.411
N -0.462 1.092 -1.598
H -1.605 -0.187 1.675
H -0.830 0.266 -2.056
H -2.922 -0.819 -0.275
H -1.586 -1.780 -0.839
H -2.428 -2.248 0.663
H -0.078 1.876 1.581
H 0.520 2.979 0.330
H -1.229 2.648 0.476
C 1.818 -0.842 -1.232
C 1.406 -0.037 -0.015
N 2.349 0.640 0.549
C 0.158 -1.048 1.094
N 0.626 -1.874 1.811
H 2.019 1.130 1.381
H 2.378 -0.219 -1.929
H 2.460 -1.662 -0.905
H 0.961 -1.270 -1.757
```